Model A:
A single C24H29N3O5S molecule, computed with ωB97M-V/def2-TZVPD.

CARTESIAN COORDINATES (ANGSTROEM)
C: 8.545 2.499 -0.632
H: 8.286 2.564 -1.694
O: 8.077 1.305 -0.057
C: 6.739 1.071 -0.047
C: 5.771 1.918 -0.564
C: 4.429 1.586 -0.505
C: 4.012 0.392 0.075
C: 4.994 -0.465 0.600
C: 6.335 -0.148 0.548
O: 7.345 -0.923 1.032
C: 7.015 -2.145 1.642
H: 6.514 -2.823 0.942
H: 6.380 -1.999 2.522
H: 7.962 -2.583 1.951
H: 4.671 -1.390 1.051
C: 2.630 -0.013 0.166
C: 1.557 0.666 -0.283
C: 0.230 0.166 -0.144
N: -0.161 -0.948 0.402
C: -1.517 -0.967 0.286
C: -1.921 0.181 -0.370
N: -3.157 0.587 -0.678
H: -3.866 -0.126 -0.536
C: -3.465 1.763 -1.455
H: -2.656 2.484 -1.309
H: -3.516 1.515 -2.525
C: -4.795 2.352 -0.999
C: -4.712 2.854 0.455
N: -5.958 3.248 1.075
C: -6.612 4.363 0.429
H: -7.069 4.104 -0.538
H: -7.399 4.733 1.086
H: -5.890 5.162 0.272
C: -6.871 2.153 1.316
H: -7.647 2.494 2.001
H: -7.364 1.782 0.404
H: -6.334 1.330 1.782
H: -4.278 2.063 1.073
H: -4.040 3.718 0.495
H: -5.067 3.173 -1.664
H: -5.562 1.580 -1.074
O: -0.824 0.910 -0.644
S: -2.597 -2.263 0.793
O: -3.862 -1.970 0.143
O: -2.615 -2.398 2.223
C: -1.883 -3.736 0.069
C: -2.580 -4.447 -0.886
C: -1.995 -5.572 -1.446
C: -0.725 -5.959 -1.047
C: -0.035 -5.229 -0.091
C: -0.616 -4.107 0.475
H: -0.110 -3.513 1.218
H: 0.955 -5.537 0.212
H: -0.270 -6.835 -1.486
H: -2.528 -6.143 -2.191
H: -3.565 -4.112 -1.170
H: 1.634 1.623 -0.774
H: 2.439 -0.963 0.645
H: 3.706 2.272 -0.917
H: 6.056 2.853 -1.020
H: 8.155 3.379 -0.109
H: 9.628 2.470 -0.527

Values from the calculation:
orbital gap: 7.3 eV
lowest unoccupied orbital energy: 0.0038 Eh
net charge: 0

Model B:
A molecular structure, C24H29N3O5S, computed with ωB97M-V/def2-TZVPD.

CARTESIAN COORDINATES (ANGSTROEM)
C: 0.803 -1.993 4.614
H: 1.152 -1.403 5.306
H: -0.198 -2.452 4.944
H: 1.387 -2.940 4.498
C: 0.618 -1.383 2.964
N: 0.236 -2.173 2.119
C: -1.061 -2.279 1.873
O: -1.344 -3.316 0.825
C: -2.063 -1.842 2.567
N: -3.252 -1.425 1.766
C: -4.224 -2.051 1.985
O: -4.547 -2.794 2.740
C: -5.628 -1.517 0.785
H: -5.931 -0.704 1.445
O: -5.007 -1.256 -0.471
C: -3.784 -0.400 -0.341
C: -3.640 0.293 -1.534
C: -2.307 0.979 -1.595
C: -1.404 0.664 -0.522
C: -1.646 0.153 0.669
C: -2.878 -0.635 0.572
H: -0.807 0.193 1.449
S: 0.221 1.698 -0.465
O: -0.055 3.218 -0.152
O: 1.142 0.808 0.225
N: 0.569 1.447 -2.094
H: 0.798 0.654 -2.250
C: 1.626 2.332 -2.708
H: 1.884 2.110 -3.647
C: 0.770 3.830 -3.017
H: 0.062 3.809 -2.381
C: 1.862 4.818 -2.925
C: 2.593 4.288 -1.521
H: 1.849 4.500 -0.771
C: 2.716 2.886 -1.920
H: 3.801 2.549 -2.318
H: 2.747 2.094 -1.105
H: 3.561 4.957 -1.153
H: 2.610 4.935 -3.617
H: 1.597 5.897 -2.563
H: 0.337 3.902 -3.957
H: -1.878 1.637 -2.350
H: -4.177 0.308 -2.383
H: -6.272 -2.216 0.741
H: -1.655 -0.951 3.138
H: -2.688 -2.605 3.395
C: 1.130 -3.011 1.428
C: 1.596 -2.266 0.242
C: 3.064 -1.764 0.205
C: 3.636 -0.903 -0.873
C: 2.786 -1.040 -2.055
C: 1.549 -1.672 -2.106
C: 0.968 -2.456 -0.939
H: -0.017 -2.682 -0.921
H: 0.838 -1.577 -2.884
H: 3.215 -0.427 -2.702
H: 4.419 -0.469 -0.917
H: 3.665 -1.580 1.154
H: 2.136 -3.356 2.140
H: 0.688 -3.869 1.351
H: 0.082 -0.509 3.106
H: 1.744 -1.043 2.912

Values from the calculation:
orbital gap: 8.0 eV
lowest unoccupied orbital energy: -0.0096 Eh
net charge: 0

Which one is most stable, and which one is least stable? model A is the most stable of them, while model B is the least stable.

Model A:
A single C3H7N3S2 molecule, computed with ωB97M-V/def2-TZVPD.

CARTESIAN COORDINATES (ANGSTROEM)
C: -1.753 0.658 0.722
C: -2.435 -0.177 -0.329
C: 0.083 0.132 -0.349
H: -0.036 -1.769 1.117
H: 0.611 -0.651 2.577
H: -1.570 1.748 0.453
H: -2.286 0.755 1.779
H: -3.338 0.302 -0.746
H: -2.530 -1.375 0.041
H: 2.274 0.299 1.640
N: -0.252 -0.965 1.783
N: -0.449 0.239 0.949
N: 1.247 -0.043 -0.538
S: -1.103 0.145 -1.649
S: 2.833 0.004 0.244

Values from the calculation:
orbital gap: 9.1 eV
lowest unoccupied orbital energy: 0.0174 Eh
net charge: 0

Model B:
A molecular structure, C3H7N3S2, computed with ωB97M-V/def2-TZVPD.

CARTESIAN COORDINATES (ANGSTROEM)
C: 0.306 -0.460 0.446
C: -1.709 -1.879 0.129
C: -0.146 -1.867 0.218
N: 0.455 0.376 1.327
N: 0.485 1.675 1.196
N: 1.925 2.727 -0.662
S: -0.208 0.870 -1.439
S: 0.283 2.349 -0.245
H: -1.966 -1.389 1.024
H: -2.101 -2.810 -0.149
H: -2.109 -1.352 -0.752
H: 0.453 -2.482 -0.627
H: 0.076 -2.424 1.166
H: 2.298 3.363 -0.101
H: 1.959 3.300 -1.531

Values from the calculation:
orbital gap: 8.7 eV
lowest unoccupied orbital energy: 0.0130 Eh
net charge: 0

Which one is most stable, and which one is least stable? model B is the most stable of them, while model A is the least stable.

Model A:
A molecular structure, C11H8NO5Ti, computed with ωB97M-V/def2-TZVPD.

CARTESIAN COORDINATES (ANGSTROEM)
O: 0.099 0.923 -4.564
C: 0.333 1.051 -3.326
Ti: -0.183 1.157 -1.506
C: -2.452 0.797 -1.728
O: -2.013 2.095 -1.393
C: -1.702 -0.399 -2.327
O: -2.182 -1.379 -2.805
C: 1.533 1.537 -2.506
O: 2.676 1.741 -2.797
C: -3.869 0.561 -2.169
O: -4.899 1.169 -1.949
H: -3.855 -0.369 -2.782
C: 1.641 -1.130 4.026
C: 1.342 -0.783 2.597
C: 2.032 0.214 1.917
C: 1.659 0.559 0.629
N: 0.627 -0.039 -0.008
C: -0.039 -1.049 0.620
C: 0.304 -1.432 1.918
H: 2.684 -1.460 4.155
H: 1.478 -0.249 4.666
H: 0.959 -1.930 4.355
H: 2.823 0.768 2.403
H: 2.162 1.341 0.083
H: -0.872 -1.498 0.076
H: -0.286 -2.201 2.415

Values from the calculation:
orbital gap (alpha / beta): 6.6 / 6.4 eV
lowest unoccupied orbital energy (alpha / beta): -0.2284 / -0.2403 Eh
multiplicity: 3
<S²>: 2.4130
net charge: +1

Model B:
A molecular structure, C11H8NO5Ti, computed with ωB97M-V/def2-TZVPD.

CARTESIAN COORDINATES (ANGSTROEM)
O: 0.352 3.291 -1.259
C: 0.051 2.194 -1.370
Ti: -0.433 -0.215 -1.854
C: -0.324 -2.088 -2.524
O: -0.205 -3.180 -2.910
C: 0.654 0.268 -3.851
O: 0.938 0.393 -5.006
C: 1.602 0.000 -2.696
O: 2.792 -0.048 -2.607
C: -2.446 -0.020 -1.930
O: -3.605 0.034 -2.055
H: -0.729 0.440 -3.302
N: 0.418 -0.948 0.073
C: 0.179 -0.326 1.368
C: -1.077 -0.459 1.956
C: -1.262 0.023 3.263
C: -0.204 0.651 3.936
C: 1.032 0.822 3.298
C: 1.222 0.340 2.002
H: 0.077 -1.914 0.112
H: 1.429 -1.023 -0.074
H: -1.898 -0.933 1.406
H: -2.232 -0.100 3.754
H: -0.349 1.008 4.962
H: 1.844 1.322 3.817
H: 2.176 0.467 1.491

Values from the calculation:
orbital gap (alpha / beta): 6.4 / 6.5 eV
lowest unoccupied orbital energy (alpha / beta): -0.2155 / -0.2154 Eh
multiplicity: 3
<S²>: 2.1750
net charge: +1

Which one is most stable, and which one is least stable? model B is the most stable of them, while model A is the least stable.

Model A:
2 unconnected molecules or ions with the total composition C3H7NO2, computed with ωB97M-V/def2-TZVPD.

CARTESIAN COORDINATES (ANGSTROEM)
C: -1.505 -1.182 -0.354
C: -2.563 -1.131 0.476
N: -0.188 -1.043 0.244
H: -1.656 -1.126 -1.433
H: -3.666 -1.083 0.179
H: -2.314 -1.156 1.512
H: -0.382 -1.756 1.062
H: -0.127 1.099 0.237
H: 0.567 -1.417 -0.424
O: 0.573 1.678 0.509
C: 1.754 1.253 -0.041
O: 1.943 0.504 -1.004
H: 2.646 1.641 0.632

Values from the calculation:
orbital gap (alpha / beta): 9.6 / 5.5 eV
lowest unoccupied orbital energy (alpha / beta): -0.1829 / -0.3336 Eh
multiplicity: 2
<S²>: 0.7633
net charge: +1

Model B:
A gas-phase ion, C3H7NO2 (charge +1), computed with ωB97M-V/def2-TZVPD.

CARTESIAN COORDINATES (ANGSTROEM)
O: -1.841 -0.135 -2.272
C: -0.886 -0.490 -1.659
C: -0.492 0.357 -0.455
N: 0.794 -0.056 0.110
C: 1.248 0.607 1.326
O: 0.822 -0.262 2.350
H: -0.329 -1.437 -1.802
H: -1.301 0.294 0.306
H: -0.400 1.378 -0.850
H: 0.593 -1.021 0.425
H: 2.332 0.735 1.449
H: 0.856 1.615 1.407
H: 1.548 -0.851 2.609

Values from the calculation:
orbital gap (alpha / beta): 11.3 / 5.7 eV
lowest unoccupied orbital energy (alpha / beta): -0.1378 / -0.3372 Eh
multiplicity: 2
<S²>: 0.7548
net charge: +1

Which one is most stable, and which one is least stable? model A is the most stable of them, while model B is the least stable.